{
  "formula": "C18H26N3OP2Pd",
  "method": "ωB97M-V/def2-TZVPD",
  "symbols": ["Pd", "P", "P", "O", "N", "N", "N", "C", "C", "C", "C", "C", "C", "C", "C", "C", "C", "C", "C", "C", "C", "C", "C", "C", "C", "H", "H", "H", "H", "H", "H", "H", "H", "H", "H", "H", "H", "H", "H", "H", "H", "H", "H", "H", "H", "H", "H", "H", "H", "H", "H"],
  "positions_angstrom": [[-0.277053, -0.232515, -0.074285], [-0.031734, -0.259638, -2.312640], [1.896560, 0.467192, -0.066632], [-0.462305, 1.019381, 3.869871], [-0.398274, -0.183698, 1.925850], [-1.148505, 1.995726, 0.539913], [-1.203133, -2.190495, 0.473524], [-1.760838, -3.109242, -0.330547], [-1.367261, 0.325867, -3.379127], [1.366111, 0.835436, -2.715131], [-1.196480, -3.791554, 2.233158], [-0.912440, 2.164449, 1.839731], [0.428425, -1.860984, -3.023592], [-1.759397, -4.734845, 1.400635], [-1.478849, 3.062275, -0.191365], [2.523628, 0.489960, -1.787841], [-0.331959, -1.443320, 2.616951], [-1.594285, 4.331651, 0.345216], [3.056980, -0.534027, 0.886780], [-0.931089, -2.516014, 1.743547], [-0.543769, 0.939670, 2.649978], [-2.056327, -4.386617, 0.086664], [-1.011097, 3.398846, 2.465750], [2.129034, 2.153952, 0.546869], [-1.356548, 4.499906, 1.703837], [-2.219532, -0.350914, -3.311209], [-0.912528, -1.378425, 3.542498], [-0.816307, 3.454828, 3.527352], [-0.966877, -4.023322, 3.264817], [-1.975310, -5.728978, 1.769026], [1.226537, -2.319215, -2.440887], [-1.988939, -2.789481, -1.337392], [1.025904, 1.859642, -2.535792], [0.747320, -1.734426, -4.058952], [1.634677, 0.754744, -3.770837], [-1.873740, 5.162050, -0.288276], [1.512170, 2.844379, -0.027383], [3.354806, 1.189603, -1.891389], [-1.442564, 5.477116, 2.160920], [-0.425485, -2.536609, -2.997837], [2.909444, -0.509165, -2.005730], [-1.026060, 0.372993, -4.413162], [1.814450, 2.196883, 1.589741], [-1.668569, 2.887447, -1.244516], [-2.511722, -5.086728, -0.599048], [4.075873, -0.161000, 0.772330], [2.773275, -0.478773, 1.938607], [-1.692690, 1.312009, -3.050132], [3.006794, -1.572659, 0.562904], [3.176919, 2.450657, 0.478063], [0.682774, -1.734025, 2.919152]],
  "forces_ev_per_angstrom": [[0.2410, -0.4141, 0.1843], [0.0027, -0.0660, -0.0508], [-0.2854, 0.2511, -0.0133], [-0.0116, -0.0436, -0.0432], [0.3715, 0.2720, 0.1413], [-0.2293, 0.1389, -0.2735], [-0.2558, 0.0120, -0.2535], [0.0037, 0.0737, 0.1746], [-0.1492, -0.0438, 0.1091], [0.0598, 0.0594, -0.1211], [0.0188, 0.0804, 0.0178], [0.0478, -0.0599, -0.0018], [0.0157, -0.0371, -0.0435], [-0.0370, -0.0553, -0.0618], [0.0156, -0.0708, 0.1360], [0.1739, -0.0185, 0.0365], [-0.2250, -0.0658, 0.0871], [0.0122, 0.0263, 0.0224], [0.0057, 0.0056, 0.0678], [0.0412, 0.0047, -0.0488], [-0.1270, -0.0980, 0.1020], [0.0102, -0.0285, 0.0350], [0.0303, -0.0650, -0.0028], [0.1157, -0.0241, 0.0282], [-0.0140, 0.0537, -0.0209], [0.0019, 0.0128, -0.0226], [0.0854, 0.0197, 0.0472], [-0.0009, 0.0116, 0.0043], [0.0025, 0.0093, -0.0041], [-0.0054, 0.0040, -0.0124], [0.0281, 0.0178, -0.0279], [-0.0090, 0.0232, -0.0320], [0.0028, 0.0111, -0.0249], [0.0109, -0.0557, -0.0120], [0.0245, 0.0024, 0.0158], [0.0028, 0.0131, 0.0248], [-0.0051, 0.0220, 0.0086], [0.0069, -0.0073, 0.0224], [-0.0041, -0.0064, -0.0183], [-0.0091, 0.0048, -0.0176], [0.0163, 0.0054, -0.0268], [-0.0341, 0.0253, -0.0293], [0.0096, 0.0326, -0.0009], [-0.0117, 0.0059, 0.0047], [0.0045, -0.0137, 0.0233], [0.0024, -0.0076, 0.0043], [0.0136, -0.0222, -0.0022], [0.0040, 0.0161, -0.0592], [0.0084, -0.0073, 0.0060], [-0.0054, -0.0061, 0.0011], [0.0290, 0.0020, -0.0794]],
  "orbital_gap_ev": 8.0,
  "charge": 1,
  "total_energy_ev": -47660.279
}